{"formula": "C23H62O13", "method": "ωB97M-V with the def2-TZVPD basis set", "gap_ev": 9.48, "lumo_energy_ev": -0.131, "total_energy_ev": -51467.5235, "species": ["C", "C", "O", "C", "H", "H", "H", "H", "H", "H", "C", "C", "O", "C", "H", "H", "H", "H", "H", "H", "C", "C", "O", "C", "H", "H", "H", "H", "H", "H", "C", "C", "O", "C", "H", "H", "H", "H", "H", "H", "C", "C", "O", "C", "H", "H", "H", "H", "H", "H", "C", "O", "H", "H", "H", "H", "C", "O", "H", "H", "H", "H", "C", "O", "H", "H", "H", "H", "C", "O", "H", "H", "H", "H", "C", "O", "H", "H", "H", "H", "C", "O", "H", "H", "H", "H", "C", "O", "H", "H", "H", "H", "C", "O", "H", "H", "H", "H"], "xyz": [[-7.02, 2.27, -2.20], [-7.19, 0.83, -2.20], [-7.83, 0.34, -1.28], [-6.56, 0.11, -3.41], [-7.68, 2.66, -2.97], [-6.03, 2.64, -2.46], [-7.33, 2.71, -1.25], [-6.15, 0.74, -4.19], [-7.34, -0.51, -3.85], [-5.86, -0.63, -3.02], [5.96, -2.10, -3.22], [7.28, -2.76, -2.88], [7.39, -3.96, -2.71], [8.47, -1.85, -2.85], [6.07, -1.36, -4.02], [5.55, -1.67, -2.31], [5.12, -2.74, -3.51], [9.15, -2.24, -3.60], [8.88, -1.89, -1.84], [8.26, -0.79, -3.01], [1.39, 1.17, -0.39], [-0.05, 0.67, -0.55], [-0.86, 1.34, -1.18], [-0.52, -0.60, 0.15], [1.58, 2.02, -1.05], [2.18, 0.43, -0.51], [1.40, 1.48, 0.65], [-0.18, -1.46, -0.43], [-1.59, -0.56, 0.01], [-0.21, -0.63, 1.20], [-0.13, 7.01, -0.82], [-1.52, 6.88, -1.44], [-1.76, 7.08, -2.65], [-2.70, 6.46, -0.53], [0.07, 6.10, -0.25], [-0.03, 7.89, -0.19], [0.66, 7.15, -1.56], [-2.95, 7.30, 0.12], [-2.39, 5.56, 0.00], [-3.48, 6.24, -1.26], [-6.88, -5.47, 2.55], [-7.05, -5.55, 1.05], [-7.87, -6.28, 0.47], [-6.24, -4.53, 0.25], [-5.85, -5.28, 2.86], [-7.09, -6.37, 3.14], [-7.43, -4.60, 2.91], [-7.01, -4.20, -0.44], [-5.41, -5.14, -0.12], [-5.94, -3.64, 0.81], [-2.92, -3.18, 6.16], [-2.39, -1.96, 6.58], [-4.00, -3.24, 6.25], [-2.52, -3.38, 5.16], [-2.50, -3.87, 6.90], [-3.02, -1.28, 6.34], [6.64, 0.00, 3.94], [6.08, -0.27, 2.68], [7.31, -0.74, 4.37], [7.21, 0.92, 3.80], [5.90, 0.12, 4.73], [5.67, -1.14, 2.73], [8.52, 3.52, 0.10], [7.34, 2.84, -0.35], [8.94, 4.21, -0.63], [8.33, 4.10, 1.01], [9.35, 2.84, 0.32], [7.06, 2.18, 0.30], [-5.13, 1.03, 3.69], [-5.42, 0.77, 5.06], [-4.91, 0.13, 3.12], [-5.92, 1.63, 3.23], [-4.24, 1.63, 3.50], [-6.27, 0.33, 5.10], [3.09, -7.07, -0.40], [2.39, -5.98, 0.15], [2.72, -7.41, -1.37], [4.13, -6.78, -0.51], [3.02, -7.86, 0.35], [1.47, -6.18, 0.32], [-0.16, -2.93, -5.38], [0.94, -2.46, -6.09], [-0.90, -2.14, -5.24], [-0.68, -3.66, -6.00], [0.24, -3.29, -4.43], [1.26, -1.61, -5.77], [1.51, 2.46, -5.89], [2.60, 1.63, -5.52], [0.60, 1.90, -5.66], [1.44, 3.35, -5.25], [1.49, 2.75, -6.94], [3.35, 2.17, -5.27], [1.17, 3.93, 6.25], [0.82, 5.27, 6.68], [0.58, 3.21, 6.81], [0.98, 3.93, 5.17], [2.23, 3.75, 6.44], [1.32, 5.49, 7.47]], "mulliken_charge": [-1.05, 0.78, -0.59, -0.98, 0.29, 0.34, 0.32, 0.31, 0.32, 0.29, -1.02, 0.77, -0.57, -0.94, 0.31, 0.23, 0.35, 0.28, 0.29, 0.30, -1.00, 0.78, -0.59, -0.96, 0.28, 0.32, 0.27, 0.28, 0.28, 0.32, -1.04, 0.77, -0.57, -0.90, 0.28, 0.30, 0.31, 0.30, 0.31, 0.25, -1.03, 0.68, -0.57, -0.86, 0.33, 0.32, 0.27, 0.30, 0.27, 0.28, -0.48, -0.50, 0.25, 0.21, 0.22, 0.31, -0.53, -0.45, 0.27, 0.18, 0.26, 0.27, -0.56, -0.48, 0.25, 0.24, 0.25, 0.29, -0.55, -0.51, 0.22, 0.29, 0.25, 0.30, -0.46, -0.50, 0.23, 0.20, 0.24, 0.29, -0.46, -0.50, 0.22, 0.21, 0.21, 0.30, -0.53, -0.47, 0.20, 0.25, 0.27, 0.29, -0.40, -0.51, 0.22, 0.16, 0.23, 0.30]}

{"formula": "C25H43Cl2N6O4PbSi", "method": "ωB97M-V with the def2-TZVPD basis set", "gap_ev": 7.61, "lumo_energy_ev": 2.539, "total_energy_ev": -81929.3774, "total_charge": -1, "species": ["C", "C", "H", "H", "H", "C", "C", "H", "H", "H", "H", "Pb", "Cl", "C", "O", "N", "C", "C", "H", "H", "H", "H", "H", "H", "H", "H", "H", "C", "C", "N", "H", "C", "O", "H", "H", "H", "H", "H", "H", "C", "C", "N", "H", "C", "O", "H", "H", "H", "H", "O", "C", "C", "C", "H", "C", "H", "C", "H", "C", "C", "H", "H", "H", "Si", "Cl", "C", "C", "C", "H", "H", "H", "H", "H", "H", "H", "H", "H", "N", "C", "N", "C", "N"], "xyz": [[-1.52, -0.75, -3.45], [-1.05, -2.08, -2.95], [-1.35, -0.61, -4.52], [-1.01, 0.07, -2.92], [-2.61, -0.65, -3.27], [-0.62, -3.09, -3.73], [-0.44, -3.02, -5.21], [-0.39, -4.06, -3.26], [-0.68, -2.03, -5.62], [-1.08, -3.76, -5.73], [0.59, -3.26, -5.50], [0.04, 0.47, 0.38], [0.29, 2.23, -1.66], [-0.21, -2.53, 2.44], [0.60, -1.61, 2.20], [0.04, -3.60, 3.21], [1.35, -3.77, 3.81], [-0.99, -4.58, 3.55], [-1.24, -2.52, 2.02], [1.95, -2.89, 3.57], [1.84, -4.67, 3.41], [1.25, -3.89, 4.89], [-1.94, -4.29, 3.10], [-1.10, -4.63, 4.65], [-0.71, -5.58, 3.19], [0.71, 3.13, 5.83], [-1.21, 4.60, 5.12], [1.15, 3.33, 4.85], [-0.80, 4.66, 4.11], [0.09, 3.53, 3.88], [1.76, 2.48, 4.53], [-0.02, 2.77, 2.79], [0.78, 1.87, 2.48], [-1.61, 4.63, 3.37], [-0.92, 2.99, 2.19], [1.76, 4.24, 4.92], [-0.25, 5.61, 4.00], [1.65, -0.29, -3.16], [2.38, -2.78, -2.73], [2.57, 0.02, -2.64], [3.30, -2.31, -2.35], [2.98, -1.03, -1.73], [2.36, 0.94, -2.09], [2.99, -0.90, -0.40], [2.47, 0.05, 0.22], [3.75, -2.96, -1.58], [3.51, -1.73, 0.13], [3.36, 0.18, -3.40], [4.00, -2.14, -3.18], [0.06, -1.46, -0.99], [-1.01, -2.18, -1.44], [0.23, -4.22, -0.48], [-0.97, -3.59, -0.84], [1.16, -3.67, -0.63], [0.20, -5.50, 0.09], [-1.97, -1.74, -1.10], [-2.19, -4.23, -0.59], [1.14, -5.98, 0.38], [-1.02, -6.15, 0.29], [-2.22, -5.51, -0.04], [-3.12, -3.70, -0.84], [-1.04, -7.15, 0.73], [-3.17, -6.00, 0.13], [-0.35, 6.54, -2.62], [-0.64, 5.67, -4.49], [1.48, 6.36, -2.25], [-1.47, 5.64, -1.43], [-0.85, 8.35, -2.76], [1.76, 5.30, -2.24], [1.72, 6.79, -1.27], [2.07, 6.89, -3.01], [-0.22, 8.87, -3.50], [-0.73, 8.87, -1.79], [-1.89, 8.45, -3.07], [-1.23, 4.56, -1.39], [-2.51, 5.77, -1.76], [-1.37, 6.06, -0.43], [-2.55, -0.22, 1.78], [-2.42, -0.15, 2.95], [-2.31, -0.19, 4.24], [-1.50, 0.56, 4.93], [-0.82, 1.17, 5.68]], "mulliken_charge": [-1.30, 0.50, 0.37, 0.06, 0.30, 0.09, -1.39, 0.35, 0.34, 0.28, 0.27, 1.56, -0.75, 0.15, -0.71, 0.38, -0.96, -1.03, 0.26, 0.25, 0.27, 0.31, 0.27, 0.35, 0.36, 0.38, 0.32, -1.01, -0.93, 0.43, 0.20, 0.18, -0.78, 0.26, 0.18, 0.33, 0.30, 0.20, 0.15, -0.81, -0.82, 0.34, 0.21, 0.17, -0.66, 0.30, 0.26, 0.34, 0.33, -0.53, -0.14, 0.19, -0.12, 0.12, -0.63, 0.35, -0.13, 0.37, -0.48, -0.72, 0.40, 0.40, 0.36, 0.52, -0.35, -0.82, -0.58, -0.95, 0.19, 0.31, 0.26, 0.25, 0.32, 0.26, 0.02, 0.27, 0.26, -0.74, 0.72, -0.84, 0.64, -0.65]}

{"formula": "C2H4ClNO2", "method": "ωB97M-V with the def2-TZVPD basis set", "gap_ev": 9.97, "lumo_energy_ev": -0.449, "total_energy_ev": -20245.9114, "species": ["C", "C", "N", "O", "O", "Cl", "H", "H", "H", "H"], "xyz": [[-1.30, -1.02, -0.04], [-0.15, -0.14, -0.35], [-0.13, 1.01, 0.29], [-0.91, -2.33, 0.15], [-2.45, -0.57, 0.00], [1.77, -1.32, 0.09], [0.23, -0.09, -1.32], [0.73, 1.49, 0.02], [-0.49, 1.03, 1.23], [0.00, -2.50, 0.34]], "mulliken_charge": [0.57, -0.18, -0.33, -0.42, -0.49, -0.49, 0.44, 0.30, 0.24, 0.35]}

Sequential energy relative to the best compared isomer or geometry (same formula, charge and spin) output: 2.612, 0.000, 0.311 eV